Entry 1:
This record from OMol25 describes a structure of composition C10H14N3O5Pd. The level of theory is wB97M-V/def2-TZVPD.

Structure (XYZ):
```
33
Properties=species:S:1:pos:R:3:forces:R:3
O -0.6075 4.4739 0.1401 -4.526 -4.329 0.978
C -1.4492 3.6621 0.3227 4.545 4.297 -0.979
Pd 0.6699 -0.8625 0.1304 0.944 1.264 1.722
C -0.4081 -2.3660 -0.1428 -1.321 -5.678 0.795
O -0.7128 -3.4806 -0.0981 0.111 2.700 -0.443
C -0.9188 -0.0522 -1.5817 0.890 1.908 -1.993
O -1.0887 0.2327 -2.7386 -0.164 -0.884 1.789
C 2.4320 -0.2487 -0.1979 4.305 0.953 -0.525
O 3.5513 -0.0947 -0.3755 -2.387 -0.236 0.356
C -1.8692 -0.7121 -0.6005 -3.449 -0.226 -0.775
O -3.0522 -0.7081 -0.4691 2.452 0.258 -0.519
H 0.1953 0.2097 -1.1293 -1.681 0.237 -1.092
C 2.1268 0.0099 4.4203 -0.652 0.176 0.268
N 0.6661 -0.0073 4.4631 -0.459 0.279 -0.859
C 0.0577 -0.5438 5.6668 0.127 0.174 0.144
C -0.0232 -0.0047 3.2622 0.283 0.112 1.461
N 0.7407 -0.1975 2.2055 0.208 -0.115 -0.765
N -1.3787 0.2489 3.3312 1.544 -0.617 -1.292
C -1.9331 0.9667 4.4733 0.144 -0.356 -0.415
C -2.2174 0.1467 2.1280 0.185 -0.238 0.516
H 2.4431 0.1020 5.4452 0.386 0.099 0.223
H 2.4768 0.8770 3.8561 0.096 -0.068 0.115
H 2.5390 -0.9142 4.0077 0.163 -0.116 0.069
H -0.2647 0.2820 6.2999 -0.156 -0.328 0.298
H -0.7726 -1.2157 5.4279 0.215 0.135 0.146
H 0.8373 -1.0927 6.1774 -0.077 -0.295 0.269
H 1.7283 -0.3071 2.5161 -1.527 -0.066 -0.569
H -1.1759 1.6079 4.8905 0.090 0.303 0.253
H -2.7603 1.5507 4.1226 -0.344 0.431 -0.145
H -2.2967 0.2629 5.2020 -0.223 -0.005 0.456
H -1.9851 0.9359 1.3880 0.002 -0.325 0.311
H -2.1545 -0.8625 1.6822 0.078 0.639 0.479
H -3.2508 0.2900 2.4630 0.197 -0.083 -0.278
```
Positions in Å, forces in eV/Å.

As for the expectation value of S²: 2.013. The value obtained for the energy is -28772.00969 eV. The value obtained for the HOMO energy (alpha / beta) is -11.84 / -12.61 eV. The multiplicity is 3. The value obtained for the LUMO energy (alpha / beta) is -5.090 / -6.420 eV. Its molar mass is 362.7 g/mol. The net charge is +1. The calculation puts the energy relative to the best compared isomer or geometry (same formula, charge and spin) at 128.0 kJ/mol.

Entry 2:
This record from OMol25 describes a cluster of 2 separate species, C10H14N4 in total. The level of theory is wB97M-V/def2-TZVPD.

Structure (XYZ):
```
28
Properties=species:S:1:pos:R:3:forces:R:3
C 4.4416 0.1079 0.2700 2.563 1.201 1.213
C 3.7712 -1.0607 0.0806 -1.981 1.057 -0.405
C 3.8237 1.3423 0.1064 0.607 0.632 0.961
C 2.3972 -0.9970 -0.1915 0.697 -1.524 -1.316
C 2.4915 1.3861 -0.2274 0.068 1.817 0.336
C 1.7623 0.2318 -0.3438 0.461 -0.983 0.627
C -0.5275 0.4677 0.0820 1.252 1.833 2.803
C -4.3016 1.0877 -0.1445 0.659 0.079 -2.107
C -1.8644 0.7265 -0.4628 -1.734 0.570 2.896
C -3.0910 0.6508 0.5646 2.403 -2.848 -1.297
N -0.3674 -3.5480 -0.3825 1.705 -0.552 -0.890
N -0.7273 -2.5558 0.1997 -2.102 2.868 0.879
N 0.4468 0.2741 -0.6610 -0.706 -0.096 -2.129
N -1.0816 -1.5485 0.5955 0.667 -3.398 0.312
H 5.5009 0.0978 0.6670 -1.212 -0.066 -0.786
H 4.2803 -1.9685 0.0850 0.635 -1.484 0.212
H 4.3351 2.2945 0.4107 -0.358 -1.104 -0.678
H 1.9253 -1.9350 -0.5784 0.025 0.945 0.830
H 2.0149 2.3730 -0.3220 0.019 -0.610 -0.064
H -0.3282 0.6677 1.2453 -0.636 -0.301 -2.141
H -4.9796 1.2933 0.5748 -2.808 0.709 2.029
H -4.7075 0.3553 -0.8241 -0.090 -0.375 -0.223
H -4.1568 1.9986 -0.7290 0.158 0.072 0.079
H -1.8268 1.7047 -0.8696 0.000 1.337 -0.224
H -2.1163 0.1410 -1.2865 -0.123 -1.421 -1.350
H -3.1545 -0.4557 0.8885 -0.171 1.675 -0.475
H -2.9808 1.1829 1.4776 0.625 0.784 0.637
H -0.9795 -4.3145 -0.2246 -0.623 -0.820 0.271
```
Positions in Å, forces in eV/Å.

The value obtained for the energy is -16553.46751 eV. The value obtained for the HOMO energy is -8.02 eV. The multiplicity is 1. The value obtained for the LUMO energy is 0.693 eV. Its molar mass is 190.3 g/mol. The net charge is 0. The calculation puts the energy relative to the best compared isomer or geometry (same formula, charge and spin) at 266.0 kJ/mol.

Entry 3:
This record from OMol25 describes an isolated molecule of C10H14N4O5. The level of theory is wB97M-V/def2-TZVPD.

Structure (XYZ):
```
33
Properties=species:S:1:pos:R:3:forces:R:3
N 0.9026 1.5210 -0.6240 4.284 -1.614 -0.809
C -0.3333 0.8506 -0.8434 -2.432 0.855 1.107
C -0.2081 0.0561 -2.0766 0.922 -1.592 -2.792
C -0.1336 0.9550 -3.2854 1.571 0.556 -0.167
C -0.8652 1.0587 -4.4038 -2.962 1.450 -1.653
N -0.5053 2.2482 -5.0968 1.374 -1.274 0.265
C 0.6602 2.5784 -4.4773 2.976 2.102 -3.021
N 0.9195 1.8917 -3.4255 -0.473 -0.717 0.743
C -0.6313 -0.0698 0.3243 1.933 -3.563 0.102
O -0.8613 -1.3002 0.1362 -0.545 3.447 1.141
N -0.1598 0.4185 1.5491 -0.726 1.392 -0.530
C 0.2546 -0.5323 2.5276 1.166 -0.406 0.919
C -0.9515 -1.2743 3.1308 0.540 0.898 0.928
C -0.6354 -1.8325 4.4984 -3.501 -2.060 -0.153
O 0.3957 -2.1159 5.0062 1.505 0.516 0.303
O -1.8421 -2.3257 5.0420 0.868 1.882 -1.903
C 1.3461 -1.3221 1.8516 5.105 -2.862 -1.975
O 1.8758 -1.1386 0.7525 -1.994 0.354 2.403
O 2.1045 -2.2663 2.6418 -0.612 2.220 -4.343
H 1.5767 0.6281 -0.2157 -1.839 3.269 -1.780
H 1.2562 1.7437 -1.7056 -0.471 -0.258 3.670
H -1.1695 1.6140 -0.8462 0.611 -0.629 -0.486
H -1.0482 -0.6080 -2.3640 0.608 -0.155 0.900
H 0.8450 -0.4849 -1.9780 -2.440 0.540 -0.307
H -1.7776 0.6646 -4.8374 0.073 -0.697 0.840
H -0.7844 2.5692 -6.0378 0.296 -0.640 1.087
H 1.5493 3.1153 -5.1054 -2.611 -0.643 1.967
H 0.4316 1.2629 1.4367 -0.679 -0.687 -0.012
H 0.9307 -0.1455 3.4178 -1.769 0.208 -1.617
H -1.7590 -0.5299 3.2312 0.277 -0.331 -0.003
H -1.3668 -2.1021 2.5660 0.228 -0.014 -0.395
H -1.6346 -2.8187 5.8118 0.495 -0.805 1.378
H 1.6186 -2.3090 3.3990 -1.779 -0.743 4.192
```
Positions in Å, forces in eV/Å.

The value obtained for the energy is -26793.20716 eV. The value obtained for the HOMO energy is -9.09 eV. The multiplicity is 1. The value obtained for the LUMO energy is 0.489 eV. Its molar mass is 270.2 g/mol. The net charge is 0. The calculation puts the energy relative to the best compared isomer or geometry (same formula, charge and spin) at 399.8 kJ/mol.

Entry 4:
This record from OMol25 describes an isolated molecule of C10H14N4S. The level of theory is wB97M-V/def2-TZVPD.

Structure (XYZ):
```
29
Properties=species:S:1:pos:R:3:forces:R:3
C -0.8710 2.5644 0.2865 0.095 -2.684 -0.128
C 0.1707 1.4101 0.2199 -0.642 0.360 -1.059
N 1.4425 1.8669 0.2680 2.055 1.596 -0.575
C 2.4620 1.1221 0.0039 -1.933 -2.143 0.663
N 3.7781 1.2977 -0.0761 0.974 4.527 -0.395
N 4.5028 0.1861 -0.0628 1.048 -0.166 -0.730
C 3.6521 -0.7677 -0.0732 1.585 0.378 0.209
N 2.4009 -0.2741 -0.0737 -2.343 0.238 0.667
C 1.2152 -0.9410 0.1062 -2.602 0.805 -0.963
S 1.2918 -2.6171 0.1270 0.030 1.083 0.034
C -0.0907 0.0949 0.0533 2.382 -3.517 0.746
C -1.3936 -0.7020 -0.0503 0.204 1.468 0.706
C -1.3623 -1.4249 -1.3754 -1.626 -1.132 -0.627
C -2.6562 0.1953 -0.0702 1.433 0.430 -3.405
C -1.5055 -1.6125 1.1598 -2.817 0.361 0.671
H -1.0752 2.6002 1.3517 -1.281 0.078 -0.014
H -1.6642 2.4998 -0.4946 0.310 -0.182 1.427
H -0.3856 3.4475 0.1049 1.613 2.083 -0.588
H 4.1699 2.1977 -0.4010 -0.057 -1.022 0.784
H 4.0427 -1.7344 -0.0348 -0.462 -1.520 -0.022
H -0.9051 -0.9825 -2.2424 0.284 0.831 0.004
H -1.0611 -2.4337 -1.3978 1.354 -1.139 0.687
H -2.3832 -1.6564 -1.6418 -0.798 0.573 -0.357
H -2.7897 0.7674 0.7675 0.285 1.835 2.168
H -3.5690 -0.3519 -0.0759 -0.553 -1.006 -0.659
H -2.5727 0.8827 -1.0136 -0.621 -1.322 1.704
H -0.7489 -2.2788 1.3214 1.763 -1.828 -0.244
H -2.4634 -2.1406 1.1518 0.046 -0.493 -0.691
H -1.6313 -1.2151 2.1618 0.272 1.510 -0.015
```
Positions in Å, forces in eV/Å.

The value obtained for the energy is -27390.03608 eV. The value obtained for the HOMO energy is -7.98 eV. The multiplicity is 1. The value obtained for the LUMO energy is -0.069 eV. Its molar mass is 222.3 g/mol. The net charge is 0. The calculation puts the energy relative to the best compared isomer or geometry (same formula, charge and spin) at 258.5 kJ/mol.

Entry 5:
This record from OMol25 describes a structure of composition C10H14NO2. The level of theory is wB97M-V/def2-TZVPD.

Structure (XYZ):
```
27
Properties=species:S:1:pos:R:3:forces:R:3
C -2.3920 -0.5229 -0.3029 -0.569 -0.477 0.492
C -1.1845 0.9518 -0.2382 -2.358 0.777 -2.751
C -1.7580 -1.8801 -0.3801 -0.098 0.402 -0.468
C -0.4627 -1.9448 0.3972 0.774 0.114 -0.100
C 1.7631 1.8494 -0.0436 -0.209 -1.555 -1.554
C 2.2930 0.4901 -0.6601 1.104 0.957 1.514
C 0.7881 1.6377 1.0809 1.013 -1.821 1.822
C 1.1542 -0.4333 -0.9134 -1.508 0.242 -4.117
C -0.3219 0.5332 0.8241 1.524 1.104 2.024
C 0.4020 -0.6812 0.3145 -1.889 -1.487 -0.241
N -3.4746 -0.0623 -0.0585 1.080 0.640 0.164
O -1.4375 1.5963 -1.1809 1.163 -0.392 2.240
O -4.3300 0.6844 0.2065 -0.546 -0.247 -0.200
H -2.5521 -2.5350 -0.0298 0.380 -0.582 -0.232
H -1.4486 -2.0711 -1.4109 -0.740 -0.048 -0.126
H -0.6012 -2.1767 1.4434 -0.228 -0.161 0.283
H 0.1485 -2.7231 -0.0575 -0.145 -0.336 0.262
H 2.6439 2.4572 0.2494 -1.013 0.122 -0.419
H 1.0906 2.1872 -0.8594 1.116 0.968 0.085
H 2.9388 0.6978 -1.5148 -0.384 0.019 -0.138
H 2.9767 -0.0200 0.0715 -0.521 0.403 -0.421
H 1.3381 1.4777 2.0563 -0.608 -0.856 -0.933
H 0.2613 2.4664 1.3650 -1.263 2.748 0.113
H 0.4292 -0.1027 -1.8011 1.313 0.106 1.712
H 1.4565 -1.3414 -1.4060 0.604 -0.739 0.361
H -0.8277 0.2211 1.7933 0.101 0.836 -1.343
H 1.1070 -0.7558 1.0549 1.911 -0.736 1.973
```
Positions in Å, forces in eV/Å.

The value obtained for the energy is -16170.47497 eV. The value obtained for the HOMO energy is -14.50 eV. The multiplicity is 1. The value obtained for the LUMO energy is -5.678 eV. Its molar mass is 180.2 g/mol. The net charge is +1. The calculation puts the energy relative to the best compared isomer or geometry (same formula, charge and spin) at 550.6 kJ/mol.

Entry 6:
This record from OMol25 describes a structure of composition C10H14O4SW. The level of theory is wB97M-V/def2-TZVPD.

Structure (XYZ):
```
30
Properties=species:S:1:pos:R:3:forces:R:3
W -0.5082 0.4437 -0.5384 0.063 -1.210 0.619
C 1.7660 2.1024 -0.9337 -0.156 0.064 0.004
C 1.9510 0.6084 -1.1898 0.029 -0.011 0.312
C 1.0043 0.2224 -2.4132 -0.140 0.145 0.030
C 1.4715 -0.1948 0.0578 0.188 0.032 -0.074
C 0.9185 -1.5040 -0.1319 0.015 0.077 -0.063
C -0.0646 -2.0243 0.7262 0.049 0.092 -0.189
C -0.5327 -1.3013 1.8924 -0.114 -0.086 0.134
C -1.4878 -1.8584 2.8094 0.073 0.007 0.009
C 0.0352 0.0199 2.0625 -0.092 0.107 -0.211
C 1.0600 0.5082 1.2311 -0.025 0.188 0.003
H 1.8784 2.7001 -1.8444 0.021 -0.026 -0.008
H 2.3767 2.5186 -0.1290 0.021 0.011 -0.031
H 0.6795 2.3801 -0.6190 -0.127 -0.061 0.038
H 2.9975 0.3613 -1.4167 -0.047 -0.021 -0.164
H 0.2848 0.9952 -2.7583 -0.013 0.036 -0.048
H 0.6121 -0.8111 -2.4917 -0.011 -0.007 0.017
H 1.6210 0.2555 -3.3385 0.005 -0.053 0.009
H 1.1919 -2.0986 -1.0022 0.087 -0.042 0.054
H -0.5019 -2.9990 0.4994 -0.016 0.018 -0.034
H -0.8172 -2.3838 3.5621 0.000 -0.014 0.007
H -2.1037 -2.6734 2.4175 -0.003 0.001 -0.019
H -2.0275 -1.1368 3.4305 -0.002 0.018 -0.013
H -0.3474 0.6546 2.8638 0.053 0.023 0.009
H 1.4261 1.5127 1.4385 0.104 -0.056 0.058
O -4.1944 0.9172 -1.0571 -0.115 -0.006 -0.011
S -2.8333 0.8072 -0.8910 -0.054 0.155 -0.124
O -1.7302 1.4512 -1.7667 -0.012 0.295 -0.392
O -2.0659 1.1708 0.4564 0.088 0.239 0.112
O -2.0598 -0.6440 -0.9260 0.133 0.082 -0.033
```
Positions in Å, forces in eV/Å.

The value obtained for the energy is -31388.98967 eV. The value obtained for the HOMO energy is -27.19 eV. The multiplicity is 1. The value obtained for the LUMO energy is -20.647 eV. Its molar mass is 414.1 g/mol. The net charge is +4. The calculation puts the energy relative to the best compared isomer or geometry (same formula, charge and spin) at 773.7 kJ/mol.

- Number 4 is which compound?
  C10H14N4S

- Which of these has the highest net charge?
  C10H14O4SW

- The lowest molar mass belongs to which entry?
  C10H14NO2

- Number 4 is which compound?
  C10H14N4S